Below is a molecular structure, C32H38CdCl2N8O7S4, with properties calculated with ωB97M-V/def2-TZVPD.

The geometry in XYZ format:
```
92
Properties=species:S:1:pos:R:3:mulliken_charge:R:1
Cd 0.398 0.272 0.139 1.995
O 1.535 -1.943 2.892 -0.747
S 1.728 -1.746 1.465 1.220
O 2.687 -2.677 0.875 -0.699
O 0.377 -1.862 0.753 -0.737
O 2.175 -0.303 1.189 -0.950
S -0.977 -1.133 3.548 -0.020
C -2.162 -0.476 2.643 0.106
N -2.934 -1.153 1.754 0.750
C -4.128 -0.507 1.244 -0.232
C -4.776 0.198 2.415 -1.326
N -3.848 1.232 2.869 0.196
C -4.411 2.552 3.109 -1.301
C -5.087 3.133 1.891 0.527
C -6.397 3.593 1.975 -0.454
C -7.045 4.094 0.853 -0.487
C -6.387 4.123 -0.367 -0.522
C -5.076 3.669 -0.459 -0.460
C -4.427 3.184 0.667 -0.008
C -2.518 0.996 2.805 0.163
S -1.350 2.147 2.985 -0.256
C -2.720 -2.557 1.435 -1.027
C -3.663 -3.464 2.192 0.285
C -4.732 -4.059 1.531 -0.078
C -5.633 -4.869 2.211 -0.774
C -5.474 -5.091 3.570 -0.353
C -4.414 -4.492 4.243 -0.832
C -3.515 -3.685 3.563 -0.079
H -4.790 -1.261 0.820 0.608
H -3.877 0.225 0.469 -0.116
H -4.971 -0.525 3.215 0.345
H -5.715 0.673 2.130 0.483
H -3.583 3.182 3.433 0.436
H -5.142 2.471 3.919 0.333
H -6.918 3.549 2.926 0.314
H -8.065 4.450 0.934 0.357
H -6.898 4.486 -1.251 0.382
H -4.549 3.672 -1.404 0.480
H -3.406 2.825 0.591 0.087
H -1.673 -2.777 1.646 0.581
H -2.887 -2.671 0.362 -0.178
H -4.859 -3.887 0.467 0.519
H -6.456 -5.329 1.677 0.380
H -6.171 -5.725 4.105 0.360
H -4.283 -4.662 5.304 0.384
H -2.692 -3.207 4.078 0.379
N -2.403 -1.455 -1.575 0.649
C -3.418 -1.959 -2.331 0.730
C -3.270 -3.149 -3.061 -0.244
C -4.332 -3.678 -3.774 -0.554
C -5.575 -3.056 -3.779 -0.549
C -5.727 -1.875 -3.059 -0.642
C -4.675 -1.331 -2.345 -0.343
H -1.484 -1.863 -1.640 -0.338
H -2.401 -0.489 -1.253 -0.673
H -2.307 -3.647 -3.066 0.355
H -4.186 -4.596 -4.332 0.400
H -6.403 -3.475 -4.335 0.364
H -6.687 -1.371 -3.045 0.388
H -4.798 -0.399 -1.806 0.493
C 1.011 -0.969 -3.569 -0.742
N 1.378 -1.312 -2.199 1.231
C 2.821 -1.055 -2.032 -0.126
N 3.623 -1.853 -2.976 0.041
C 3.201 -1.506 -4.330 -0.657
N 1.770 -1.749 -4.563 -0.018
C 1.522 -3.168 -4.298 -0.710
N 1.907 -3.574 -2.950 0.044
C 1.154 -2.754 -1.988 -0.506
C 3.328 -3.266 -2.743 -0.771
H 1.210 0.094 -3.723 0.210
H -0.056 -1.158 -3.719 0.219
H 3.107 -1.297 -1.010 0.381
H 2.997 -0.002 -2.231 -0.662
H 3.770 -2.111 -5.044 0.380
H 3.412 -0.449 -4.504 0.233
H 2.082 -3.765 -5.026 0.348
H 0.453 -3.360 -4.426 0.316
H 1.463 -3.011 -0.978 0.435
H 0.090 -2.978 -2.109 -0.497
H 3.926 -3.876 -3.428 0.341
H 3.580 -3.506 -1.709 0.454
O -2.546 2.556 -2.257 -0.639
S -1.339 2.255 -1.471 0.369
N -1.444 1.072 -0.575 -0.794
Cl 3.943 2.386 -3.229 -0.243
C 3.616 2.672 -1.484 0.332
Cl 4.532 4.099 -0.951 -0.210
C 2.075 2.780 -1.244 0.084
O 1.618 3.836 -0.839 -0.716
O 1.494 1.689 -1.521 -0.382
H 4.008 1.813 -0.950 0.181
```

Properties
E: -4887.97920 Ha
charge: -2
energy above the lowest of the compared OMol25 structures with the same formula, charge and spin: 0.00 kJ/mol
highest occupied orbital energy: -3.35 eV
orbital gap: 7.193 eV